Version w
The following is a DFT calculation (wB97M-V/def2-TZVPD) of a cluster of 2 separate species, C9H9N3O2 in total.

The geometry in XYZ format:
```
23
Properties=species:S:1:pos:R:3:mulliken_charge:R:1
O -0.76502 -0.10025 0.53964 -0.569
O -4.79815 -2.14542 -0.11670 -0.571
N -2.71003 1.42844 0.25119 -0.079
N -2.79083 -0.98862 -0.06700 -0.091
N 4.93950 -1.03700 -0.40206 -0.495
C 2.74306 -0.85402 0.62725 -0.303
C 3.79557 -1.60490 0.03200 -0.246
C -4.71778 0.21823 -0.55486 -0.591
C 2.84470 0.53998 0.37250 -0.140
C -1.96282 0.09328 0.19480 0.271
C -4.14396 -1.13678 -0.26773 0.611
C 3.94271 1.05362 -0.26876 -0.213
C -4.04373 1.36506 -0.30902 -0.105
C 4.95780 0.16122 -0.63879 -0.036
H 3.91859 2.22514 -0.28242 0.216
H -2.28465 2.31066 0.39880 0.226
H 3.80351 -2.70781 -0.10437 0.338
H 2.14068 1.18386 1.01173 0.266
H 1.89837 -1.35138 1.11043 0.373
H -5.71019 0.05863 -0.61314 0.453
H -4.56508 2.43180 0.03856 0.213
H 5.81560 0.64471 -1.25667 0.246
H -2.30786 -1.78847 0.30462 0.225
```

Calculated values
SMILES: O=c1cc[nH]c(=O)[nH]1.c1ccncc1
Charge: 0
HOMO-LUMO gap, eV: 9.499

---

Version x
The following is a DFT calculation (wB97M-V/def2-TZVPD) of a cluster of 2 separate species, C9H9N3O2 in total.

The geometry in XYZ format:
```
23
Properties=species:S:1:pos:R:3:mulliken_charge:R:1
O 2.54071 -2.17543 -1.19964 -0.556
O 3.74326 0.88785 1.84812 -0.616
N 3.27677 -0.54611 0.22246 -0.087
N -2.34592 0.61380 -1.23386 -0.509
N 0.99421 -0.69300 -0.52324 -0.211
C 1.74452 1.31634 0.62789 -0.507
C -2.71521 -0.05768 1.05561 -0.464
C -4.08907 -0.29486 0.87756 -0.381
C 2.94558 0.64744 0.97278 0.325
C 0.95835 0.57287 -0.11112 0.158
C -4.46260 0.18390 -0.39155 -0.252
C -3.64100 0.49206 -1.47504 -0.117
C 2.31521 -1.19751 -0.58896 0.208
C -1.89288 0.29989 -0.02843 0.053
H -5.59295 0.25204 -0.61338 0.242
H 0.58793 -0.85393 -1.66744 0.381
H -2.28343 0.12337 2.14091 0.224
H -0.94051 0.66994 0.27443 0.358
H 1.66060 2.36458 0.93528 0.409
H 4.27400 -0.89890 0.26726 0.268
H -3.67547 0.77710 -2.52987 0.408
H 0.06789 1.17874 -0.56177 0.350
H -4.82254 -0.70979 1.67658 0.318
```

Calculated values
SMILES: O=c1cc[nH]c(=O)[nH]1.c1ccncc1
Charge: 0
HOMO-LUMO gap, eV: 10.100

---

Question: which arrangement is favored energetically? Ranking from most to least stable: version w, version x.

---

Version w
The following is a DFT calculation (wB97M-V/def2-TZVPD) of the molecule C2H3BrO2.

The geometry in XYZ format:
```
8
Properties=species:S:1:pos:R:3:mulliken_charge:R:1
Br -2.33731 -0.28469 0.06656 -0.114
O 2.25433 -1.55250 0.08901 -0.514
O 1.15843 -0.74408 -0.19847 0.006
C -0.58619 0.61673 -0.36307 -0.474
C 0.33428 -0.08375 0.54987 0.091
H 0.35657 -0.12491 1.66731 0.391
H -0.80704 1.66843 -0.34183 0.338
H -0.37308 0.50475 -1.46939 0.276
```

Calculated values
Charge: 0
HOMO-LUMO gap (alpha / beta), eV: 8.460 / 8.454

---

Version x
The following is a DFT calculation (wB97M-V/def2-TZVPD) of the molecule C2H3BrO2.

The geometry in XYZ format:
```
8
Properties=species:S:1:pos:R:3:mulliken_charge:R:1
Br -2.51538 -0.91554 -0.57560 -0.120
O 0.01178 0.44360 -0.02630 -0.291
O 2.43644 0.20422 -0.45683 -0.447
C 1.36292 0.78336 -0.32880 0.226
C -0.87523 -0.60817 0.42742 -0.298
H 1.19050 1.78520 -0.80197 0.288
H -1.13895 -0.13915 1.34319 0.299
H -0.47208 -1.55352 0.41889 0.343
```

Calculated values
SMILES: O=COCBr
Charge: 0
HOMO-LUMO gap, eV: 11.267

---

Question: which arrangement is favored energetically? Ranking from most to least stable: version x, version w.